# 1
ORCA calculation (ωB97M-V/def2-TZVPD) on C4H7NO2 in the gas phase at a distorted geometry.

Geometry as ORCA input:
```
! RIJCOSX wB97M-V def2-TZVPD def2/J DEFGRID3
* xyz 0 1
C 1.048 0.835 -0.747
C -0.447 0.348 0.145
C 0.197 -0.744 0.946
N 0.886 -1.518 0.060
O 0.344 -0.795 2.150
C -1.904 0.743 0.374
O -1.468 0.042 -0.781
H 0.564 1.221 -1.624
H 1.613 1.533 -0.137
H 1.854 0.147 -1.154
H 1.753 -1.919 0.343
H 0.451 -1.771 -0.807
H -2.592 0.124 0.986
H -2.299 1.754 0.247
*
```

Summary:
Strongest force on any atom, eV/Å: 2.04
Energy above the lowest of the compared OMol25 structures with the same formula, charge and spin, kcal/mol: 94.3
HOMO-LUMO gap, eV: 10.19

=====

# 2
ORCA calculation (ωB97M-V/def2-TZVPD) on C4H7NO2 in the gas phase.

Geometry as ORCA input:
```
! RIJCOSX wB97M-V def2-TZVPD def2/J DEFGRID3
* xyz 0 1
O -1.984 -0.267 0.763
C -0.934 0.096 -0.116
C -0.114 -1.128 -0.584
N 1.332 -0.974 -0.666
C 1.839 0.161 -0.442
O 1.219 1.315 -0.091
C -0.044 1.151 0.548
H -1.602 -0.801 1.475
H -1.443 0.541 -0.978
H -0.466 -1.436 -1.579
H -0.323 -1.990 0.071
H 2.913 0.323 -0.539
H -0.526 2.130 0.540
H 0.132 0.878 1.599
*
```

Summary:
Strongest force on any atom, eV/Å: 0.53
Energy above the lowest of the compared OMol25 structures with the same formula, charge and spin, kcal/mol: 36.8
HOMO-LUMO gap, eV: 10.56

=====

# 3
ORCA calculation (ωB97M-V/def2-TZVPD) on C4H7NO2 in the gas phase at a distorted geometry.

Geometry as ORCA input:
```
! RIJCOSX wB97M-V def2-TZVPD def2/J DEFGRID3
* xyz 0 1
N 1.756 0.549 1.916
C 0.630 0.658 1.142
O 0.110 1.747 0.952
C 0.119 -0.632 0.603
C -1.041 -0.739 -0.138
C -1.361 0.244 -1.221
O -0.693 -0.637 -2.102
H 2.237 1.411 2.135
H 2.324 -0.280 1.815
H 0.465 -1.541 1.095
H -1.573 -1.694 -0.218
H -0.918 1.239 -1.149
H -2.398 0.277 -1.532
H 0.269 -0.656 -1.380
*
```

Summary:
Strongest force on any atom, eV/Å: 4.96
Energy above the lowest of the compared OMol25 structures with the same formula, charge and spin, kcal/mol: 71.8
HOMO-LUMO gap, eV: 9.83

=====

# 4
ORCA calculation (ωB97M-V/def2-TZVPD) on a gas-phase ion, C4H7NO2S (charge -2) at a distorted geometry.

Geometry as ORCA input:
```
! RIJCOSX wB97M-V def2-TZVPD def2/J DEFGRID3
* xyz -2 1
O 3.082 -0.806 0.449
C 2.179 -1.656 0.657
O 2.243 -2.745 1.290
N 0.884 -1.308 0.176
C 0.509 0.057 -0.119
C -1.012 0.230 -0.083
C -1.488 1.581 -0.626
S -3.335 1.686 -0.806
H 0.146 -1.936 0.475
H 0.933 0.419 -1.054
H 0.945 0.704 0.660
H -1.518 -0.610 -0.559
H -1.293 0.225 0.975
H -0.989 1.810 -1.563
H -1.284 2.349 0.129
*
```

Summary:
Strongest force on any atom, eV/Å: 1.18
Energy above the lowest of the compared OMol25 structures with the same formula, charge and spin, kcal/mol: 2.3
HOMO-LUMO gap, eV: 5.94

=====

# 5
ORCA calculation (ωB97M-V/def2-TZVPD) on a molecular structure, C4H7NO2S at a distorted geometry.

Geometry as ORCA input:
```
! RIJCOSX wB97M-V def2-TZVPD def2/J DEFGRID3
* xyz 0 1
C 0.828 -2.317 -1.060
C -0.031 -0.090 -0.149
C 0.401 0.869 0.787
C -0.039 2.121 1.161
H 0.374 -1.894 -2.108
H 2.051 -2.567 -1.207
H 0.190 -3.285 -0.701
H -2.108 0.420 -0.964
H -1.647 -1.371 -1.244
H 1.406 0.692 1.263
H 0.137 3.473 2.391
N -1.217 -0.193 -0.868
O 0.686 -1.194 -0.139
O 0.535 2.516 2.278
S -1.566 2.821 0.560
*
```

Summary:
Strongest force on any atom, eV/Å: 5.77
Energy above the lowest of the compared OMol25 structures with the same formula, charge and spin, kcal/mol: 113.3
HOMO-LUMO gap, eV: 7.75

=====

# 6
ORCA calculation (ωB97M-V/def2-TZVPD) on C4H7NO2S in the gas phase at a distorted geometry.

Geometry as ORCA input:
```
! RIJCOSX wB97M-V def2-TZVPD def2/J DEFGRID3
* xyz 0 1
C 0.229 2.233 1.635
C 1.233 1.798 0.584
O 0.534 1.166 -0.429
C 0.139 -0.039 -0.347
C -0.942 -0.477 -1.383
S -1.719 -1.835 -1.272
N 0.429 -0.886 0.598
O 1.491 -0.564 1.355
H -0.224 1.319 2.311
H -0.728 2.710 1.188
H 0.488 3.087 2.222
H 2.157 1.364 1.006
H 1.691 2.708 0.114
H -0.854 0.115 -2.368
H 1.815 -1.647 1.363
*
```

Summary:
Strongest force on any atom, eV/Å: 6.38
Energy above the lowest of the compared OMol25 structures with the same formula, charge and spin, kcal/mol: 135.3
HOMO-LUMO gap, eV: 8.06

=====

The evaluated HOMO for the records listed, in turn: -9.4, -9.8, -9.4, 0.0, -7.8, -8.6 eV.